[1]
DFT (the ωB97M-V functional and the def2-TZVPD basis) results for an isolated molecule of C3HCl2NO.

Geometry (Å):
1 N -1.780 1.164 -1.578
2 C -0.950 0.716 -0.925
3 C 0.192 0.245 -0.225
4 Cl 1.505 1.277 -0.380
5 Cl 0.667 -1.419 -1.276
6 C 0.096 -0.468 1.167
7 O 1.053 -0.588 1.869
8 H -0.783 -0.926 1.350

Forces on the atoms, in the same order (eV/Å):
-0.1 -0.1 0.2
-0.9 0.5 -0.4
1.0 -3.0 -0.4
1.0 1.1 0.1
-0.6 1.3 1.0
3.4 1.3 -1.0
-0.3 0.5 -0.2
-3.4 -1.5 0.6

Values from the calculation:
- LUMO energy (Eh) = -0.0563
- orbital gap (eV) = 9.81
- E (eV) = -31707.5202
- energy above the lowest of the compared OMol25 structures with the same formula, charge and spin (kJ/mol) = 85.45

=====

[2]
DFT (the ωB97M-V functional and the def2-TZVPD basis) results for a structure of composition C3HCl3F2.

Geometry (Å):
1 C -0.523 -0.031 -0.812
2 C 0.738 -0.122 -0.148
3 C -0.466 0.026 0.729
4 F -1.025 -1.176 -1.327
5 F 1.540 -1.115 -0.111
6 Cl 2.024 1.712 -0.279
7 Cl -0.707 -1.457 1.677
8 Cl -0.826 1.434 1.694
9 H -0.754 0.728 -1.423

Forces on the atoms, in the same order (eV/Å):
-0.8 -3.3 1.0
2.8 3.7 1.1
0.7 0.0 1.0
0.0 -0.4 -0.2
0.5 -0.9 -0.1
-2.1 -2.7 0.1
-0.3 0.4 -0.7
0.0 -0.1 -0.6
-0.9 3.3 -1.5

Values from the calculation:
- LUMO energy (Eh) = -0.0539
- orbital gap (eV) = 9.46
- E (eV) = -46126.1971
- energy above the lowest of the compared OMol25 structures with the same formula, charge and spin (kJ/mol) = 226.61

=====

[3]
DFT (the ωB97M-V functional and the def2-TZVPD basis) results for an isolated molecule of C3HCl3O.

Geometry (Å):
1 Cl 2.272 -1.525 0.347
2 C 0.920 -0.577 0.136
3 C 0.504 0.704 0.138
4 Cl 0.965 2.342 0.241
5 C -1.055 0.040 -0.080
6 Cl -1.749 0.294 -1.624
7 O -0.303 -1.250 -0.025
8 H -1.554 -0.028 0.868

Forces on the atoms, in the same order (eV/Å):
0.7 0.0 0.1
-2.1 0.7 0.0
-2.8 -1.1 -0.5
0.2 -0.8 0.0
5.3 -0.3 0.8
-0.6 0.1 0.3
0.7 0.5 -0.5
-1.4 0.8 -0.2

Values from the calculation:
- LUMO energy (Eh) = 0.0261
- orbital gap (eV) = 9.85
- E (eV) = -42739.2982
- energy above the lowest of the compared OMol25 structures with the same formula, charge and spin (kJ/mol) = 206.69

=====

[4]
DFT (the ωB97M-V functional and the def2-TZVPD basis) results for a cluster of 2 separate species, C3HClF2 in total.

Geometry (Å):
1 C -0.928 0.349 0.069
2 C 0.355 0.742 -0.077
3 C 0.030 -0.643 0.364
4 F 0.293 -1.327 1.424
5 F 0.965 -1.641 -1.419
6 Cl 1.346 1.977 -0.278
7 H -2.061 0.542 -0.083

Forces on the atoms, in the same order (eV/Å):
-1.7 1.1 -0.7
-3.1 -2.3 1.3
0.0 0.2 -2.4
0.3 -0.6 2.7
0.5 -0.1 -0.8
1.6 1.8 -0.6
2.3 -0.1 0.5

Values from the calculation:
- LUMO energy (spin up / spin down) (Eh) = 0.0221 / -0.1393
- expectation value of S² = 2.01
- orbital gap (spin up / spin down) (eV) = 7.53 / 6.96
- E (eV) = -21075.9675
- multiplicity = 3
- energy above the lowest of the compared OMol25 structures with the same formula, charge and spin (kJ/mol) = 95.68

=====

[5]
DFT (the ωB97M-V functional and the def2-TZVPD basis) results for an isolated molecule of C3HClIN.

Geometry (Å):
1 N 2.467 1.080 0.015
2 C 1.428 0.658 0.050
3 C 0.024 0.311 -0.087
4 Cl -0.822 1.957 -0.050
5 C -0.489 -0.936 -0.077
6 I -2.604 -1.207 -0.049
7 H -0.004 -1.863 0.198

Forces on the atoms, in the same order (eV/Å):
3.5 1.1 0.1
-3.9 -1.7 -0.5
0.1 0.7 0.7
0.3 -2.3 -0.3
-1.5 1.8 0.6
0.9 0.1 -0.2
0.6 0.3 -0.5

Values from the calculation:
- LUMO energy (Eh) = -0.0159
- orbital gap (eV) = 9.49
- E (eV) = -25238.4725
- energy above the lowest of the compared OMol25 structures with the same formula, charge and spin (kJ/mol) = 56.11

=====

[6]
DFT (the ωB97M-V functional and the def2-TZVPD basis) results for a cluster of 2 separate species, C3HClN2S2 in total.

Geometry (Å):
1 C 2.286 -0.789 0.123
2 C -2.235 -0.528 0.688
3 C -0.242 0.768 -0.413
4 N 2.981 -0.514 0.954
5 N -3.095 -1.206 0.350
6 S 1.115 -1.225 -1.048
7 S -0.965 0.528 1.156
8 Cl 0.875 2.106 -0.437
9 H -0.720 0.859 -1.373

Forces on the atoms, in the same order (eV/Å):
-3.9 -1.6 -4.1
0.8 0.6 0.1
2.3 -0.5 -1.1
3.2 1.3 3.6
-0.4 -0.3 -0.1
-0.6 2.0 1.1
-0.3 -0.3 -0.4
-0.1 -0.5 0.6
-0.9 -0.8 0.2

Values from the calculation:
- LUMO energy (spin up / spin down) (Eh) = -0.0787 / -0.0787
- orbital gap (spin up / spin down) (eV) = 7.77 / 7.77
- E (eV) = -40297.0940
- energy above the lowest of the compared OMol25 structures with the same formula, charge and spin (kJ/mol) = 29.19

=====

[7]
DFT (the ωB97M-V functional and the def2-TZVPD basis) results for the ion C3HClNO2S with charge -1.

Geometry (Å):
1 C -1.425 0.455 -0.734
2 C -0.253 0.281 1.526
3 C -0.275 0.141 -0.037
4 N -2.367 0.826 -1.300
5 O 2.155 0.304 -1.722
6 O 0.917 -1.824 -1.529
7 S 1.453 -0.687 -0.783
8 Cl 1.035 -0.096 2.507
9 H -1.239 0.601 2.071

Forces on the atoms, in the same order (eV/Å):
-1.2 0.8 -0.1
-3.7 0.3 -6.9
2.3 0.0 7.2
0.2 -0.3 -0.1
-1.8 -1.4 1.9
-0.5 -0.3 -0.1
1.8 1.7 -1.3
0.9 -0.2 0.6
2.1 -0.6 -1.1

Values from the calculation:
- LUMO energy (Eh) = 0.1160
- orbital gap (eV) = 7.32
- total charge = -1
- E (eV) = -32068.6350
- energy above the lowest of the compared OMol25 structures with the same formula, charge and spin (kJ/mol) = 256.01

=====

[8]
DFT (the ωB97M-V functional and the def2-TZVPD basis) results for a structure of composition C3HCuFO2.

Geometry (Å):
1 H -1.418 -0.312 1.193
2 O 0.512 -1.179 0.038
3 O 0.310 0.944 -0.068
4 C -0.822 -1.010 0.104
5 C -0.997 0.396 0.017
6 C 1.157 -0.013 -0.157
7 F -1.867 0.993 -0.743
8 Cu 3.124 0.182 -0.385

Forces on the atoms, in the same order (eV/Å):
0.5 0.2 0.3
-1.0 -1.7 0.8
-2.2 0.7 0.5
1.7 2.4 -0.3
-0.8 -0.9 -4.0
1.4 -0.6 0.4
0.5 -0.1 2.4
-0.1 0.0 0.0

Values from the calculation:
- LUMO energy (spin up / spin down) (Eh) = -0.4500 / -0.5460
- expectation value of S² = 0.76
- orbital gap (spin up / spin down) (eV) = 8.41 / 5.79
- total charge = +2
- E (eV) = -54550.5766
- multiplicity = 2
- energy above the lowest of the compared OMol25 structures with the same formula, charge and spin (kJ/mol) = 8.89

=====

[9]
DFT (the ωB97M-V functional and the def2-TZVPD basis) results for a cluster of 2 separate species, C3HF3O in total.

Geometry (Å):
1 O -4.668 0.502 -0.406
2 C -3.657 0.108 0.000
3 F -2.607 0.825 0.347
4 F -3.324 -1.149 0.209
5 C 0.519 -0.644 -0.010
6 C 0.121 -1.768 -0.032
7 F -0.299 -2.980 -0.029
8 H 0.878 0.337 0.001

Forces on the atoms, in the same order (eV/Å):
-0.9 0.4 -0.4
1.3 -0.5 0.5
-0.1 0.2 -0.1
-0.2 -0.2 -0.1
-0.3 -0.9 0.0
0.0 -0.1 0.1
0.1 0.3 0.0
0.2 0.7 0.0

Values from the calculation:
- LUMO energy (Eh) = 0.0222
- orbital gap (eV) = 11.38
- E (eV) = -13324.2623
- energy above the lowest of the compared OMol25 structures with the same formula, charge and spin (kJ/mol) = 209.08

=====

[10]
DFT (the ωB97M-V functional and the def2-TZVPD basis) results for an isolated molecule of C3HF4N3O2.

Geometry (Å):
1 O -1.459 2.778 -1.663
2 C -0.908 2.062 -0.857
3 N -0.479 0.714 -0.945
4 C 0.004 0.478 0.324
5 C 0.715 -1.023 0.848
6 F 0.480 -1.039 2.190
7 F 2.027 -0.972 0.530
8 N -0.031 -2.056 0.272
9 F 0.188 -1.885 -1.084
10 F 0.370 -3.303 0.711
11 N 0.072 1.491 1.097
12 O -0.565 2.481 0.397
13 H -0.416 0.274 -1.820

Forces on the atoms, in the same order (eV/Å):
0.8 -1.3 0.9
-0.5 0.8 -1.3
-0.9 2.8 2.3
2.6 -3.8 0.1
-0.5 5.1 0.9
1.0 -0.4 -1.4
-0.8 -0.5 0.7
-2.2 -0.7 -0.1
0.5 -1.2 0.0
0.7 0.8 -0.9
-0.5 -1.4 0.1
-0.3 1.0 -0.6
0.1 -1.0 -0.7

Values from the calculation:
- LUMO energy (Eh) = 0.0101
- orbital gap (eV) = 10.74
- E (eV) = -22556.6309
- energy above the lowest of the compared OMol25 structures with the same formula, charge and spin (kJ/mol) = 205.75

=====

Which of these has the lowest energy above the lowest of the compared OMol25 structures with the same formula, charge and spin? C3HCuFO2